No. 1
This record from the OMol25 dataset describes the molecule C18H23N3O5S. The level of theory is ωB97M-V/def2-TZVPD.

```
50
Properties=species:S:1:pos:R:3:forces:R:3:lowdin_charge:R:1
C 6.2563 1.4900 -1.8952 0.225 -0.094 0.087 -0.1100
H 5.8916 1.2485 -2.8915 -0.075 0.010 -0.100 0.0752
C 7.0152 0.3040 -1.3076 -0.188 -0.049 -0.174 -0.2558
C 6.1644 -0.9687 -1.1827 0.191 -0.006 0.235 -0.2119
C 5.6285 -1.2344 0.2259 -0.078 0.112 -0.100 -0.1965
H 6.4771 -1.3308 0.9063 0.013 -0.083 0.014 0.1144
H 5.0942 -2.1861 0.2248 0.060 -0.069 0.099 0.1128
C 4.6929 -0.1619 0.7854 -0.202 -0.375 -0.294 -0.1401
C 3.3499 -0.1061 0.0658 0.427 0.725 0.046 -0.2844
C 2.4163 1.0015 0.5760 -0.013 -0.242 -0.144 -0.0722
H 2.5175 1.9161 -0.0032 0.023 0.051 0.025 0.1308
C 1.0283 0.3701 0.4646 0.225 -0.062 0.084 -0.1848
C 1.3594 -1.1225 0.5425 -0.839 0.497 0.015 -0.4319
O 0.5797 -2.0024 0.8001 0.207 -0.221 0.043 0.1199
O 2.6376 -1.3309 0.2964 0.403 -0.553 0.018 0.0962
C 0.0421 0.8242 1.5481 -0.037 0.074 -0.125 -0.0396
C -1.4174 0.6919 1.1508 0.274 0.110 0.199 -0.4297
O -2.1605 1.6595 1.1319 -0.037 0.280 0.021 0.0674
N -1.8049 -0.5718 0.8405 0.051 -0.086 0.014 0.0919
C -3.0689 -1.0190 0.4651 -0.336 -0.271 -0.164 -0.7743
N -4.0314 -0.0736 0.4420 0.945 0.663 0.327 0.0873
C -5.3827 -0.1312 0.1674 -0.781 -0.260 -0.209 -0.2134
C -6.0794 -1.2974 -0.1631 0.183 0.038 0.047 -0.0237
C -7.4337 -1.2429 -0.4104 -0.479 0.355 -0.030 0.0187
C -8.1092 -0.0295 -0.3336 1.364 -0.111 0.238 -0.1613
C -7.4271 1.1405 -0.0068 -0.319 -0.146 -0.084 0.0085
C -6.0770 1.0864 0.2411 0.126 -0.244 -0.021 0.0021
H -5.5378 1.9866 0.4974 0.039 0.104 0.025 0.1198
H -7.9721 2.0703 0.0472 0.012 0.029 0.007 0.1203
N -9.5182 0.0213 -0.5907 -0.647 0.024 -0.121 -0.3676
O -10.0816 -1.0173 -0.8716 -0.144 -0.156 -0.054 0.0769
O -10.0687 1.1020 -0.5126 -0.152 0.171 0.000 0.0732
H -7.9846 -2.1353 -0.6646 0.001 -0.030 -0.005 0.1222
H -5.5598 -2.2380 -0.2231 -0.033 0.053 0.001 0.0209
H -3.6800 0.8626 0.6854 -0.040 -0.334 -0.065 0.1091
S -3.2026 -2.6167 0.1046 0.035 -0.367 -0.056 0.7346
H -1.0913 -1.3146 0.8670 -0.176 0.211 -0.015 0.0818
H 0.2108 1.8794 1.7708 -0.089 -0.113 -0.008 0.1313
H 0.2040 0.2455 2.4611 0.033 0.037 0.017 0.1451
H 0.6019 0.5575 -0.5281 0.060 -0.059 0.031 0.1723
H 2.6432 1.2211 1.6214 0.019 0.011 0.028 0.1306
H 3.4997 -0.0229 -1.0172 -0.054 -0.009 0.112 0.1516
H 5.1606 0.8206 0.7254 -0.016 0.119 0.048 0.1138
H 4.5015 -0.3812 1.8384 -0.064 0.125 0.048 0.1278
H 6.7740 -1.8320 -1.4559 -0.076 -0.029 -0.074 0.1080
H 5.3405 -0.9274 -1.8967 -0.036 -0.060 -0.121 0.1019
H 7.4142 0.5735 -0.3277 0.105 -0.009 0.047 0.1054
H 7.8689 0.0996 -1.9563 0.059 0.019 0.077 0.1026
H 5.4053 1.7690 -1.2787 -0.140 0.075 0.040 0.0521
H 6.9135 2.3530 -1.9763 -0.030 0.145 -0.034 0.0707
```
Positions in Å, forces in eV/Å.

Properties
- molecular weight (g mol⁻¹) = 393.5
- HOMO (eV) = -8.67
- energy above the lowest of the compared OMol25 structures with the same formula, charge and spin (kJ/mol) = 242.90
- max |F| (eV/A) = 1.39
- SMILES = CCCCC[C@@H]1C[C@H](CC(=O)NC(=S)Nc2ccc([N+](=O)[O-])cc2)C(=O)O1

---

No. 2
This record from the OMol25 dataset describes a cluster of 3 separate species, C3H8NOS in total. The level of theory is ωB97M-V/def2-TZVPD.

```
14
Properties=species:S:1:pos:R:3:forces:R:3:lowdin_charge:R:1
C -1.3041 -1.7840 0.0437 0.402 -0.483 -2.002 0.0531
C -0.1676 -1.0346 -0.1826 -0.253 3.275 -1.635 0.1000
C 2.6793 0.8004 -0.3663 -2.058 -2.000 0.225 -0.0494
N 2.2116 0.3859 0.7327 -1.456 -0.796 -1.869 0.0380
O -1.2192 -0.4779 -0.6925 3.408 -1.425 -0.517 -0.0696
S -2.9437 0.8497 0.3607 -1.235 1.534 0.959 0.7011
H -1.4798 -2.5099 -0.6893 -0.796 -1.695 -0.073 0.1378
H -1.7033 -1.5919 0.9499 -2.033 -0.436 2.922 0.0855
H 0.7893 -0.5145 0.0050 0.694 -0.460 0.514 0.0822
H 3.4524 1.3986 -0.5722 3.367 2.688 0.350 0.0347
H 2.3280 0.5056 -1.3844 -0.797 -0.495 0.972 0.0942
H -3.2436 1.7266 -0.6184 0.000 -0.283 0.032 -0.1395
H 2.5174 0.6190 1.6564 0.920 0.707 0.071 0.0762
H -1.9165 1.6269 0.7573 -0.163 -0.130 0.053 -0.1445
```
Positions in Å, forces in eV/Å.

Properties
- molecular weight (g mol⁻¹) = 106.2
- HOMO (alpha / beta) (eV) = -13.22 / -13.22
- energy above the lowest of the compared OMol25 structures with the same formula, charge and spin (kJ/mol) = 548.04
- net charge = +1
- max |F| (eV/A) = 4.32

---

No. 3
This record from the OMol25 dataset describes the molecule C14H17NO3S. The level of theory is ωB97M-V/def2-TZVPD.

```
36
Properties=species:S:1:pos:R:3:forces:R:3:lowdin_charge:R:1
C 1.7835 2.7267 -0.8541 -0.026 0.102 0.002 -0.1047
H 2.8637 2.8395 -0.7908 -0.019 0.087 0.049 0.0950
O 1.5468 1.3667 -1.1153 0.026 -0.233 -0.047 -0.1893
C 0.1992 1.0275 -1.3142 -0.212 0.022 0.070 -0.1863
C -0.6058 0.8299 -0.0109 0.274 0.390 -0.578 -0.0810
N -0.2916 -0.4230 0.6215 0.074 -0.114 0.227 -0.0003
C -0.9871 -1.5921 0.4610 -0.283 -0.463 0.125 -0.2417
C -0.2520 -2.6098 1.0190 -0.176 0.069 -0.227 -0.0348
C 0.9335 -2.0535 1.5187 0.111 0.357 -0.042 -0.0365
C 0.8872 -0.6987 1.2710 0.101 -0.592 0.147 -0.2658
C 1.8592 0.2911 1.6658 0.576 0.275 0.168 -0.4707
C 1.6842 1.4920 2.2950 -0.129 -0.316 -0.076 -0.1502
C 2.8972 2.1560 2.5757 0.241 0.108 -0.007 -0.1967
C 3.9833 1.4537 2.1662 0.068 -0.303 -0.137 -0.4163
S 3.5485 -0.0349 1.4241 -0.466 0.454 0.138 1.0539
H 5.0187 1.7147 2.2583 0.209 0.098 0.067 0.0572
H 2.9528 3.1108 3.0686 0.057 0.145 0.081 0.1006
H 0.7228 1.8744 2.5933 -0.175 0.001 0.016 0.1130
H 1.7249 -2.5676 2.0272 0.160 -0.034 0.158 0.1016
H -0.5438 -3.6403 1.0696 -0.142 -0.192 0.001 0.1030
C -2.3338 -1.6822 -0.1716 0.060 0.134 -0.253 -0.1156
H -2.9279 -0.7906 0.0422 -0.037 -0.110 0.024 0.1102
H -2.8571 -2.5365 0.2618 -0.018 0.086 0.034 0.1291
C -2.2708 -1.8682 -1.6969 -0.188 0.029 0.167 -0.0771
C -3.6194 -1.6234 -2.3238 -0.065 0.184 0.048 -0.5390
O -4.3827 -0.7496 -2.0092 -0.055 0.120 0.091 0.1045
O -3.8833 -2.4912 -3.3065 0.025 -0.533 -0.468 0.1107
H -4.7483 -2.3059 -3.7060 0.101 0.212 0.239 0.1316
H -1.5842 -1.1376 -2.1309 -0.010 -0.052 -0.061 0.1149
H -1.9214 -2.8650 -1.9621 0.092 0.077 0.000 0.1274
H -1.6701 0.8537 -0.2500 0.054 0.010 0.080 0.1253
H -0.3860 1.6514 0.6729 -0.141 -0.047 -0.070 0.1108
H -0.2995 1.7900 -1.9308 0.013 -0.046 0.013 0.1261
H 0.2250 0.0831 -1.8663 -0.137 0.090 0.029 0.1228
H 1.3386 3.0526 0.0924 0.022 -0.004 -0.012 0.0780
H 1.3957 3.3562 -1.6649 0.015 -0.010 0.004 0.0903
```
Positions in Å, forces in eV/Å.

Properties
- molecular weight (g mol⁻¹) = 279.4
- HOMO (eV) = -7.55
- energy above the lowest of the compared OMol25 structures with the same formula, charge and spin (kJ/mol) = 169.77
- max |F| (eV/A) = 0.75
- SMILES = COCCn1c(CCC(=O)O)ccc1-c1cccs1

---

No. 4
This record from the OMol25 dataset describes a cluster of 2 separate species, C3H4Cl2INO in total. The level of theory is ωB97M-V/def2-TZVPD.

```
12
Properties=species:S:1:pos:R:3:forces:R:3:lowdin_charge:R:1
C -0.4279 0.8922 1.0204 1.926 -0.604 -0.757 -1.1931
C -1.1529 -1.0441 -1.0333 -2.279 2.436 -0.998 -0.7064
C 0.7690 0.6395 0.4218 -1.252 -1.669 4.861 -0.3244
N 1.7706 -0.1801 1.0684 1.153 3.157 -3.206 0.0412
O -1.5093 -0.2487 -2.0853 -1.298 0.458 2.591 -0.2343
Cl -0.9473 0.0033 2.4118 0.005 0.515 -0.542 0.6419
Cl -1.4121 2.1251 0.3482 -0.581 -0.066 0.082 0.6418
I 0.0855 -2.5157 -1.6676 1.087 -0.966 -0.709 0.8146
H 1.0507 1.1688 -0.3921 0.801 1.642 -2.413 0.0701
H 2.5674 -0.2172 0.3710 -1.170 -0.411 1.435 0.1079
H 1.4282 -1.0642 1.2423 -0.725 -2.412 0.610 0.0096
H -2.2218 0.4411 -1.7055 2.333 -2.080 -0.954 0.1312
```
Positions in Å, forces in eV/Å.

Properties
- molecular weight (g mol⁻¹) = 267.9
- HOMO (eV) = -8.31
- energy above the lowest of the compared OMol25 structures with the same formula, charge and spin (kJ/mol) = 235.07
- max |F| (eV/A) = 5.29

---

Number 1: calculated total energy -1638.339114 a.u.. Number 2: calculated total energy -646.815713 a.u.. Number 3: calculated total energy -1222.338797 a.u.. Number 4: calculated total energy -1464.652316 a.u..